1.
{"formula": "C6H10N2", "method": "wB97M-V/def2-TZVPD", "charge": 0, "lumo_energy_ha": 0.0197, "homo_lumo_gap_ev": 8.79, "relative_energy_kj_mol": 277.28, "species": ["N", "N", "C", "C", "C", "C", "C", "C", "H", "H", "H", "H", "H", "H", "H", "H", "H", "H"], "positions_angstrom": [[1.23286, 2.29426, 0.21012], [-1.10041, 0.87616, -0.17113], [0.67195, 1.28307, 0.04811], [-2.43648, 1.39678, -0.03785], [-0.76002, -0.36757, -0.24585], [1.47975, -1.06856, -1.18946], [0.69960, -0.40231, -0.06921], [1.13965, -0.84833, 1.32633], [0.55481, -0.36665, 2.10972], [1.16072, -0.70630, -2.16658], [-3.17559, 0.66203, -0.37156], [-1.42687, -1.20290, -0.46870], [-2.63918, 1.64935, 1.00367], [1.34846, -2.15375, -1.15814], [2.54059, -0.84107, -1.07875], [1.02499, -1.93079, 1.42192], [-2.49896, 2.30153, -0.64184], [2.18413, -0.57498, 1.47920]], "forces_ev_per_angstrom": [[-0.26, -0.02, 0.00], [-1.16, -2.04, 0.36], [2.65, -2.03, -0.38], [-0.27, -0.26, -0.55], [-1.17, 1.54, -0.28], [0.16, 0.42, 0.03], [0.32, 2.57, 0.57], [-0.12, -0.39, -0.12], [-0.04, 0.03, -0.08], [-0.01, 0.00, 0.00], [-0.13, 0.14, 0.00], [-0.03, 0.12, 0.32], [0.15, 0.04, -0.04], [0.00, 0.07, 0.07], [-0.02, -0.08, -0.02], [0.13, -0.03, 0.09], [-0.15, 0.00, 0.09], [-0.04, -0.08, -0.06]]}

=====

2.
{"formula": "C49H51N6O7PReS", "method": "wB97M-V/def2-TZVPD", "charge": 2, "multiplicity": 2, "lumo_energy_ha": [-0.2427, -0.2253], "homo_lumo_gap_ev": [5.50, 5.98], "species": ["Re", "S", "P", "O", "O", "O", "O", "O", "O", "O", "N", "N", "N", "N", "N", "N", "C", "C", "C", "C", "C", "C", "C", "C", "C", "C", "C", "C", "C", "C", "C", "C", "C", "C", "C", "C", "C", "C", "C", "C", "C", "C", "C", "C", "C", "C", "C", "C", "C", "C", "C", "C", "C", "C", "C", "C", "C", "C", "C", "C", "C", "C", "C", "C", "C", "H", "H", "H", "H", "H", "H", "H", "H", "H", "H", "H", "H", "H", "H", "H", "H", "H", "H", "H", "H", "H", "H", "H", "H", "H", "H", "H", "H", "H", "H", "H", "H", "H", "H", "H", "H", "H", "H", "H", "H", "H", "H", "H", "H", "H", "H", "H", "H", "H", "H", "H"], "positions_angstrom": [[0.29210, -1.12012, 0.95601], [3.04498, -1.91646, -2.18683], [-0.51301, 0.41187, 2.61576], [-3.96200, -1.94232, -2.21811], [-2.06893, 4.12800, -1.88540], [0.46463, -2.21366, 2.53940], [0.72930, 0.17366, -3.25908], [1.34973, -2.94739, 0.33344], [3.45536, -1.13303, 0.78140], [1.43214, -3.81971, 3.74371], [-2.10357, -0.44708, -1.30226], [5.16479, -0.94267, -3.59559], [0.07564, 0.13401, -0.59602], [5.22411, -0.40232, -1.51368], [-1.26897, 1.62500, -1.80366], [2.41252, -0.62548, 1.55713], [0.33251, 1.58803, 4.90135], [1.17100, 0.94378, -1.08004], [-1.11256, 0.42037, -1.23775], [-1.86633, -0.37691, 3.53238], [0.85638, 0.32585, -4.66602], [-2.68975, 1.08867, -3.73685], [-3.95096, -1.67125, 4.85300], [6.34001, 0.16104, -2.09687], [-2.37763, 2.32469, 1.71803], [-1.72569, -0.76319, 4.86332], [2.50616, 1.55858, 5.90380], [-3.04948, -0.68744, 2.85859], [1.47776, 0.96630, -2.45519], [-1.94049, -3.17815, 1.16167], [-3.62135, 1.49393, -4.68189], [-2.34032, 5.52227, -1.97510], [-1.05362, 2.06382, 2.07284], [-3.71374, -3.58798, -0.43377], [2.96874, 0.81550, 4.83141], [-4.09030, -1.31493, 3.51921], [-1.50414, -2.02522, 0.46408], [-5.08448, -2.64914, -2.73977], [-1.84649, 4.64669, 1.39840], [3.11862, -4.26359, 1.37511], [-3.34329, -2.45340, -1.11638], [-2.23671, 1.97984, -2.77583], [2.97759, 2.48841, -0.64563], [-2.76896, 3.61312, 1.38828], [0.82477, -5.22885, 1.05594], [-0.52168, 4.39125, 1.71714], [2.85416, -0.23876, 2.69394], [2.12853, 0.43875, 3.77932], [-4.07359, 2.80229, -4.67681], [-3.00925, -3.92734, 0.72665], [-2.66036, 3.31486, -2.80014], [-2.25599, -1.67966, -0.64491], [6.30612, -0.18323, -3.40032], [1.18263, 1.96071, 5.93138], [4.49387, -1.06767, -2.43136], [-2.76510, -1.40758, 5.51754], [2.52095, 1.77114, -2.89887], [0.77298, 0.80688, 3.83345], [-3.58817, 3.71726, -3.75068], [-0.12687, 3.10692, 2.05652], [4.77481, -1.58957, -4.83621], [1.62704, -3.97001, 1.35195], [3.26610, 2.52425, -1.99875], [1.18831, -3.34602, 2.68091], [1.92529, 1.69983, -0.20303], [4.00881, 0.52161, 4.79967], [-1.45536, -3.45212, 2.08624], [-0.22965, -5.01214, 0.90296], [1.65335, 1.70044, 0.84374], [0.89928, 2.93836, 2.35898], [3.91800, -0.38653, 2.86204], [4.77503, -2.67061, -4.70532], [1.22210, -5.72181, 0.16919], [-3.97495, 0.79314, -5.42235], [4.07679, 3.13709, -2.36843], [-5.88676, -2.68851, -2.00335], [3.53908, 3.08527, 0.05689], [-5.41235, -2.09009, -3.61079], [1.84573, 0.01905, -5.00403], [3.77306, -1.27701, -5.12196], [3.42147, -4.71809, 0.43352], [4.93809, -0.32843, -0.54461], [-0.70110, 1.90950, 4.93490], [7.06199, 0.72178, -1.53981], [-5.00253, -1.54208, 2.98735], [-3.93687, 4.73697, -3.77648], [0.80620, 2.55636, 6.75103], [-0.80273, -0.58960, 5.39705], [-4.79975, 3.12865, -5.40760], [-4.54282, -4.19163, -0.76330], [0.10953, -0.32424, -5.10980], [-1.69157, 6.00077, -1.24819], [-2.91121, -0.16497, -1.85385], [-2.64105, -1.70646, 6.54739], [2.76356, 1.80631, -3.94869], [0.20104, 5.19451, 1.72949], [-3.32159, -4.79412, 1.29283], [3.18038, 1.83199, 6.70242], [3.69964, -3.35984, 1.53146], [0.92791, -5.91252, 1.89580], [6.98803, 0.02935, -4.20038], [0.66731, 1.35865, -4.96220], [3.32175, -4.95670, 2.18760], [1.10791, -3.37549, -0.50072], [-3.15801, -0.46874, 1.80476], [-0.60560, 2.34147, -1.53950], [-3.38414, 5.73091, -1.73465], [-2.30224, 0.08007, -3.76206], [3.08781, -1.55340, -0.03837], [-3.12197, 1.54673, 1.74170], [5.48700, -1.31119, -5.60805], [-3.80294, 3.80874, 1.14530], [-4.79333, -3.65690, -3.03480], [-2.10605, 5.89927, -2.97190], [-4.75999, -2.16848, 5.36729], [-2.16209, 5.65720, 1.18140]], "forces_ev_per_angstrom": [[0.56, 0.70, -0.55], [0.10, -0.11, -0.05], [-0.23, -0.35, 0.05], [0.22, -0.01, 0.17], [-0.03, -0.19, -0.08], [0.06, -0.41, 0.27], [-0.12, 0.25, 0.40], [-0.14, -0.15, -0.11], [0.04, 0.35, 0.40], [0.16, -0.23, 0.10], [0.08, 0.08, -0.03], [-0.05, 0.02, 0.04], [-0.01, -0.23, 0.26], [-0.11, 0.11, 0.18], [0.06, -0.13, 0.05], [0.31, -0.17, -0.03], [0.08, 0.00, 0.02], [0.20, -0.07, -0.10], [-0.13, 0.25, -0.05], [0.03, 0.05, 0.09], [0.06, 0.03, -0.01], [-0.04, 0.02, -0.03], [0.00, 0.00, -0.03], [0.04, -0.10, -0.20], [0.07, 0.06, 0.01], [0.04, -0.04, 0.01], [0.02, -0.04, -0.05], [-0.02, 0.07, -0.03], [0.05, -0.26, -0.18], [0.00, 0.06, -0.20], [0.01, 0.09, 0.04], [0.00, 0.02, -0.04], [-0.05, -0.04, -0.08], [0.04, 0.03, 0.03], [-0.05, 0.05, 0.06], [0.05, 0.01, 0.04], [-0.13, -0.25, 0.12], [-0.01, -0.01, 0.02], [0.02, 0.01, 0.02], [-0.07, 0.06, 0.02], [-0.03, 0.20, -0.08], [-0.02, 0.07, 0.00], [-0.02, -0.04, -0.10], [0.05, -0.03, 0.00], [-0.01, 0.10, 0.04], [-0.02, -0.05, -0.01], [-0.24, -0.03, -0.22], [0.09, -0.10, -0.17], [0.01, -0.03, 0.00], [-0.01, 0.07, -0.07], [0.06, 0.10, 0.02], [-0.24, -0.02, -0.06], [0.01, 0.05, 0.18], [-0.03, -0.01, -0.02], [-0.11, -0.22, 0.05], [0.02, 0.01, -0.04], [-0.09, -0.06, 0.03], [-0.03, 0.09, 0.04], [0.06, -0.06, 0.06], [0.01, 0.04, 0.05], [0.01, -0.04, 0.02], [0.11, -0.18, 0.05], [-0.03, -0.07, 0.03], [-0.28, 0.47, -0.04], [-0.10, 0.14, 0.15], [0.05, 0.01, 0.00], [0.01, -0.03, 0.03], [-0.02, 0.00, 0.03], [0.05, -0.04, -0.13], [-0.04, 0.02, 0.02], [0.00, 0.02, 0.01], [0.00, 0.02, -0.01], [0.05, -0.02, -0.06], [-0.02, -0.04, -0.04], [0.00, 0.03, -0.01], [-0.04, -0.03, 0.01], [0.05, 0.04, 0.05], [0.00, -0.02, 0.01], [0.05, -0.03, 0.00], [0.00, 0.01, -0.01], [0.00, -0.02, -0.05], [0.03, 0.01, -0.19], [-0.02, -0.01, 0.00], [0.09, 0.10, 0.06], [-0.05, -0.01, -0.03], [-0.01, 0.07, 0.00], [-0.01, 0.02, 0.01], [0.00, 0.00, 0.00], [-0.02, 0.00, -0.02], [-0.07, -0.05, -0.03], [-0.01, -0.03, 0.00], [-0.01, 0.00, 0.00], [0.07, -0.06, 0.13], [0.01, -0.02, 0.07], [0.02, -0.01, -0.09], [0.03, 0.04, 0.02], [-0.02, -0.03, 0.03], [0.02, 0.00, 0.03], [0.03, 0.03, 0.04], [0.01, -0.04, 0.03], [0.07, 0.02, -0.06], [-0.01, 0.03, -0.03], [0.00, -0.05, 0.03], [-0.05, 0.04, 0.02], [0.01, -0.02, 0.00], [-0.01, 0.01, -0.04], [-0.01, 0.02, 0.00], [0.03, -0.06, -0.06], [-0.24, 0.14, -0.19], [-0.05, -0.05, 0.01], [-0.03, 0.00, 0.00], [-0.07, 0.01, -0.02], [-0.03, -0.03, -0.02], [-0.01, 0.01, 0.01], [-0.05, -0.03, 0.03], [-0.02, 0.04, -0.03]]}

=====

Strongest force on any atom for the records above, in order: 0.0652 0.0205 hartree/bohr
DFT total energy for the records above, in order: -344.03111 -3570.41006 hartree